Entry 1:
# C20H28NO2Ti

A molecular structure, C20H28NO2Ti at a distorted geometry (wB97M-V/def2-TZVPD, the OMol25 dataset).

ORCA input file:
```
! RIJCOSX wB97M-V def2-TZVPD def2/J DEFGRID3
* xyz 0 2
O -0.54130 -0.76679 -1.56623
C -0.66169 0.44351 -2.35000
C -0.03954 -0.08135 -3.60359
H -0.07209 1.27098 -1.93859
H -1.70524 0.76865 -2.44614
C -0.12657 -1.41841 -2.86157
H 0.97746 0.25401 -3.75575
H -0.63811 0.02115 -4.48860
C 1.18934 -2.12950 -2.71552
H 1.87198 -1.54264 -2.10276
H 1.68159 -2.22524 -3.68649
H 1.02830 -3.13525 -2.33527
C -1.21654 -2.23075 -3.51401
H -2.18213 -1.70598 -3.49740
H -1.27591 -3.23097 -3.07539
H -0.99389 -2.36033 -4.58353
Ti -0.25085 -0.62941 1.54213
C -2.00055 -0.74785 2.96533
C -1.87316 0.66009 2.80896
C -2.08843 0.99666 1.44350
H -1.67579 1.38690 3.60193
C -2.31369 -0.23524 0.72460
C -2.30150 -1.30686 1.68223
H -2.52973 -2.35682 1.45472
H -1.92811 -1.31715 3.88792
H -2.18957 1.99600 0.99415
H -2.58722 -0.35170 -0.32853
C 0.98095 -2.27749 2.76417
C 0.16635 -2.81766 1.69829
C 0.69638 -2.30520 0.45851
H -0.65557 -3.53211 1.75795
C 1.84157 -1.47528 0.76170
C 2.01086 -1.47900 2.17017
H 2.81951 -0.96966 2.67421
H 0.83472 -2.52177 3.81200
H 0.32970 -2.60125 -0.50561
H 2.46140 -1.00000 0.02005
O 1.75863 1.98312 0.98701
C 0.77662 1.75637 -0.03539
C 0.05214 3.08175 -0.37943
H -0.00908 0.98157 0.23052
H 1.37110 1.39306 -0.88059
C 0.98293 4.14537 0.28337
H -1.00579 3.07635 -0.07769
H 0.00579 3.23750 -1.44468
C 1.59076 3.33404 1.44473
H 0.41530 5.02145 0.60960
H 1.82368 4.42321 -0.39850
H 0.89625 3.32647 2.32792
H 2.59379 3.65358 1.76749
N 1.08398 1.04929 4.31014
C 0.62098 0.49061 3.38797
*
```

As for the calculated total energy: -49891.5924 eV. For the lowest unoccupied orbital energy (alpha / beta), the calculation gives 0.4074 / 0.4099 eV. The value obtained for the HOMO-LUMO gap (alpha / beta) is 7.94 / 8.72 eV. The energy above the lowest of the compared OMol25 structures with the same formula, charge and spin comes out at 149.89 kJ/mol. The calculation puts the maximum force at 4.2 eV/A.

Entry 2:
# C20H28O18

6 unconnected molecules or ions with the total composition C20H28O18 at a distorted geometry (wB97M-V/def2-TZVPD, the OMol25 dataset).

ORCA input file:
```
! RIJCOSX wB97M-V def2-TZVPD def2/J DEFGRID3
* xyz 0 1
C -5.49870 -4.65652 -0.65379
C -4.08834 -4.46994 -0.05765
C -3.96078 -4.46200 1.39431
O -2.70386 -5.14933 1.57314
C -2.54325 -5.93030 0.42160
O -1.69635 -6.77923 0.12554
O -3.41179 -5.63531 -0.44817
H -5.96440 -5.58894 -0.33467
H -5.42974 -4.82072 -1.72914
H -6.10218 -3.77662 -0.43085
H -3.44267 -3.71307 -0.50302
H -4.87298 -4.84915 1.84829
H -3.79620 -3.47302 1.82198
C 2.51254 -2.37756 7.93472
C 2.94738 -0.91018 8.17186
C 4.21741 -0.81392 9.06081
O 4.95080 0.20647 8.45643
C 4.55065 0.31570 7.14377
O 5.17681 0.93178 6.26326
O 3.39903 -0.35710 6.93175
H 2.57369 -3.09079 8.75673
H 3.27411 -2.82276 7.29446
H 1.49995 -2.33142 7.53397
H 2.16539 -0.28484 8.60256
H 4.84789 -1.70273 9.08486
H 4.04521 -0.65363 10.12512
O -2.64158 -3.99980 -10.76182
C -2.55963 -3.63421 -9.57859
O -3.50193 -3.85639 -8.63317
C -3.16849 -3.21472 -7.44358
C -1.74850 -2.82387 -7.63442
O -1.50494 -3.00183 -9.04295
H -3.80003 -2.33088 -7.35373
H -3.25303 -3.91285 -6.61078
H -1.08549 -3.36994 -6.96335
H -1.51828 -1.78993 -7.37741
O 0.85259 3.84187 -8.52911
C 0.56653 4.10158 -7.32307
O -0.02623 5.19949 -6.82364
C 0.01284 5.28356 -5.40494
C 0.49113 3.94007 -5.02187
O 1.01785 3.41147 -6.27400
H 0.81124 5.97314 -5.13082
H -0.89956 5.62422 -4.91550
H -0.35125 3.38415 -4.61021
H 1.22693 4.16282 -4.24915
O -1.26906 6.41717 0.97205
C -0.12171 6.66706 1.46080
O 0.37319 6.15519 2.64697
C 1.70351 6.61024 2.94750
C 1.88529 7.69078 1.91956
O 0.80666 7.43976 0.97962
H 1.88803 7.11709 3.89469
H 2.44293 5.83804 2.73525
H 2.86070 7.55700 1.45182
H 1.89379 8.64076 2.45394
O 0.60124 -0.93248 -1.51843
C 0.99958 -0.77416 -0.38577
O 1.70438 -1.72264 0.28453
C 2.27305 -1.17319 1.44686
C 1.38254 0.08776 1.64135
O 0.78254 0.26127 0.40034
H 2.14317 -1.81001 2.32191
H 3.33511 -0.93427 1.39169
H 1.99624 0.98504 1.72126
H 0.74899 0.08676 2.52832
*
```

As for the calculated total energy: -58045.9317 eV. As for the structure (SMILES): C[C@H]1COC(=O)O1.C[C@H]1COC(=O)O1.O=C1OCCO1.O=C1OCCO1.O=C1OCCO1.O=C1OCCO1. For the lowest unoccupied orbital energy, the calculation gives -0.0234 eV. The value obtained for the HOMO-LUMO gap is 10.63 eV. The energy above the lowest of the compared OMol25 structures with the same formula, charge and spin comes out at 388.64 kJ/mol. The calculation puts the maximum force at 6.0 eV/A.

Entry 3:
# C20H29B2Cl2F4N10O5SSeZr

A molecular structure, C20H29B2Cl2F4N10O5SSeZr at a distorted geometry (wB97M-V/def2-TZVPD, the OMol25 dataset).

ORCA input file:
```
! RIJCOSX wB97M-V def2-TZVPD def2/J DEFGRID3
* xyz 1 1
Zr 0.33958 0.11005 -0.42848
C 0.74901 0.15150 4.24819
C 0.82942 -0.08591 2.78402
N 0.61840 0.78802 1.86749
O 0.19488 1.99582 2.27625
B 0.86387 3.19572 1.61938
F 0.11039 4.26492 2.02626
F 2.19163 3.20672 1.98114
O 0.75535 3.16050 0.12002
N 1.44539 2.12951 -0.41951
C 2.36502 2.37655 -1.27138
C 2.88697 3.71519 -1.63692
C 2.95050 1.10539 -1.80400
N 2.19772 0.08224 -1.62373
O 2.74561 -1.17936 -1.71906
B 2.94187 -1.71255 -0.30911
F 3.16047 -0.59050 0.51956
F 3.92171 -2.63797 -0.32674
O 1.64340 -2.37795 0.18962
N 0.90612 -1.55008 1.01347
C 1.31614 -1.36835 2.21195
C 2.31777 -2.20200 2.91544
C 4.30040 1.05310 -2.40788
H 0.39394 1.15424 4.46018
H 1.73848 0.02571 4.69237
H 0.08900 -0.58522 4.71108
H 2.39308 4.48510 -1.05283
H 2.71573 3.89655 -2.69819
H 3.96145 3.75001 -1.45009
H 2.50396 -3.12266 2.36942
H 1.97759 -2.42053 3.92830
H 3.25203 -1.64015 2.99091
H 4.25838 1.53565 -3.38830
H 4.62965 0.02550 -2.52166
H 5.01130 1.61210 -1.79914
N -2.70691 -1.85595 1.43491
N -3.66626 -2.26525 0.49276
C -3.69768 -1.95433 -0.78660
N -4.85323 -2.10948 -1.44615
S -2.44858 -1.29156 -1.80348
H -2.32436 -0.97985 1.09598
H -1.95255 -2.53407 1.40122
H -4.46207 -2.73597 0.89492
H -5.71404 -2.33722 -0.97756
H -4.86000 -2.09835 -2.45306
Cl -1.18654 -4.45022 0.14743
C -0.37573 -4.06385 -1.35251
C 0.25740 -5.12697 -1.96894
C 0.92013 -4.92482 -3.16690
C 0.91143 -3.66793 -3.74097
C 0.26422 -2.62346 -3.10058
Cl 0.24520 -1.10435 -3.94126
C -0.37616 -2.76604 -1.86508
N -0.93857 -1.63809 -1.17190
H 0.23010 -6.09976 -1.49963
H 1.42939 -5.74616 -3.65107
H 1.39827 -3.47912 -4.68675
C -2.51562 3.08853 -0.53429
N -2.66463 2.66784 0.85823
C -3.15996 3.67471 1.80305
C -2.23249 1.50196 1.27833
C -2.50856 1.11013 2.70085
O -1.63908 0.69374 0.48435
H -3.39397 3.67117 -0.80290
H -2.44598 2.21207 -1.16776
H -1.61715 3.69378 -0.65312
H -3.57832 4.49443 1.22803
H -2.33596 4.05293 2.40793
H -3.94073 3.26554 2.43998
H -2.09839 1.85497 3.37953
H -2.07437 0.13993 2.91112
H -3.58419 1.04840 2.87566
Se -0.03338 3.09490 -4.22024
C -0.38154 1.99548 -2.90096
N -0.56539 1.24543 -2.01061
*
```

As for the calculated total energy: -161081.8229 eV. For the lowest unoccupied orbital energy, the calculation gives -3.9460 eV. The value obtained for the HOMO-LUMO gap is 6.81 eV. The energy above the lowest of the compared OMol25 structures with the same formula, charge and spin comes out at 191.63 kJ/mol. The calculation puts the maximum force at 2.0 eV/A.

Entry 4:
# C20H29BN4O4

3 unconnected molecules or ions with the total composition C20H29BN4O4 at a distorted geometry (wB97M-V/def2-TZVPD, the OMol25 dataset).

ORCA input file:
```
! RIJCOSX wB97M-V def2-TZVPD def2/J DEFGRID3
* xyz 0 1
C -2.65780 0.96378 -3.25859
C -2.81545 -0.17019 -4.29040
C -4.06004 -1.04211 -4.09028
C -4.32144 -1.29690 -2.60296
O -5.00476 -2.53325 -2.37391
N -4.24030 -3.38650 -1.59143
C -4.03978 -3.09882 -0.21994
O -4.86951 -3.00444 0.62686
C -2.54596 -2.99588 -0.08608
C -1.76935 -2.47755 0.93253
C -0.38545 -2.46600 0.73976
C 0.22465 -2.94388 -0.42060
B 1.77879 -2.90129 -0.70012
N 2.43989 -1.61227 -0.86218
O 2.52312 -4.06207 -0.82578
C -0.58528 -3.49312 -1.43084
C -1.95287 -3.49123 -1.23986
C -3.05734 -3.97077 -2.13629
O -3.03445 -4.72162 -3.05879
H -3.60886 1.31473 -2.85937
H -2.07701 0.58820 -2.40926
H -2.08440 1.78966 -3.67158
H -2.83259 0.29131 -5.27720
H -1.90507 -0.77100 -4.25665
H -4.92179 -0.55909 -4.54467
H -3.85322 -2.00383 -4.55790
H -3.36484 -1.24612 -2.08423
H -4.91277 -0.46649 -2.21798
H -2.23414 -2.08089 1.82402
H 0.24067 -2.04066 1.51577
H 1.78092 -0.90088 -0.55396
H 2.59308 -1.38156 -1.84082
H 2.86389 -4.17279 -1.71944
H -0.16505 -3.90293 -2.33999
C 2.07692 2.40471 0.87750
C 0.95731 3.26471 0.31253
C -0.36849 2.50732 0.19113
C -0.28702 1.40041 -0.75659
N -0.22385 0.52965 -1.50380
H 2.30298 1.55950 0.21963
H 2.98757 2.99124 0.98468
H 1.80916 2.01628 1.85038
H 1.25129 3.65739 -0.66335
H 0.80426 4.12320 0.96773
H -1.15588 3.18848 -0.13866
H -0.67048 2.12405 1.16770
C 5.06095 1.61083 4.76788
C 5.19983 3.12318 4.90171
C 3.89124 3.80946 5.30791
C 2.85010 3.65802 4.29406
N 2.03114 3.52577 3.50008
H 4.35264 1.34337 3.98203
H 6.02075 1.16233 4.51344
H 4.71858 1.16441 5.70327
H 5.55939 3.54108 3.95968
H 5.95448 3.34870 5.65693
H 4.06832 4.87454 5.46635
H 3.53195 3.40481 6.25565
*
```

As for the calculated total energy: -36036.6695 eV. As for the structure (SMILES): CCCCON1C(=O)c2ccc(B(N)O)cc2C1=O.CCCC#N.CCCC#N. For the lowest unoccupied orbital energy, the calculation gives -0.0303 eV. The value obtained for the HOMO-LUMO gap is 9.28 eV. The calculation puts the maximum force at 1.2 eV/A.